(1)
DFT (ωB97M-V with the def2-TZVPD basis set) results for C7H10N2O in the gas phase.

```
20
Properties=species:S:1:pos:R:3:forces:R:3
C -0.224 -0.327 0.169 -1.582 4.755 2.817
C -0.456 1.784 0.334 0.814 -4.413 -1.518
C -1.119 -0.530 1.386 0.688 -3.827 -2.371
C -0.106 2.720 -0.555 0.900 -2.552 0.561
C 0.614 -1.069 -0.525 -0.102 0.287 -0.085
C 0.671 -2.577 -0.344 -0.755 0.393 -3.117
C 1.414 -0.410 -1.617 -1.074 0.880 -0.306
N -1.104 1.795 1.553 0.417 3.065 -0.590
N -1.696 0.578 1.841 -1.248 0.268 1.801
O -1.420 -1.656 1.829 0.580 1.598 -0.196
H -0.167 3.675 -0.168 -0.267 2.389 0.138
H 0.605 2.476 -1.360 -0.777 0.237 0.411
H -0.085 -3.142 -0.997 0.824 1.061 0.799
H 1.627 -2.919 -0.689 0.626 -0.256 0.087
H 0.477 -2.838 0.630 -0.390 -0.675 2.303
H 2.040 0.480 -1.462 -0.056 -0.584 0.782
H 1.892 -1.116 -2.213 1.489 -1.359 -0.621
H 0.696 -0.049 -2.335 -0.648 0.420 -0.273
H -1.696 2.669 1.702 0.589 -2.010 -0.216
H -1.961 0.453 2.820 -0.027 0.322 -0.407
```
Forces are in eV/Å.

lowest unoccupied orbital energy = 0.68 eV
relative energy (zero: lowest compared OMol25 entry of this formula, charge and spin) = 124.34 kcal per mole
strongest force on any atom = 5.75 eV/Å
spin multiplicity = 1
frontier orbital gap = 8.9 eV

---

(2)
DFT (ωB97M-V with the def2-TZVPD basis set) results for a molecular structure, C13H25F3NO4P2W.

```
49
Properties=species:S:1:pos:R:3:forces:R:3
C -0.832 -3.266 -2.823 0.032 0.254 -0.315
C -0.518 -2.018 -2.250 0.538 -0.616 0.948
N -0.010 -2.031 -0.949 0.012 0.205 -0.338
C 0.265 -3.168 -0.286 0.465 0.545 -0.036
C 0.051 -4.396 -0.890 -0.049 -0.385 -0.051
C -0.511 -4.442 -2.170 0.002 0.063 0.263
C -0.597 -0.784 -2.924 -0.591 -0.195 -1.500
P 0.100 0.739 -2.322 -0.272 0.153 0.061
W 0.419 -0.152 -0.108 0.967 0.403 4.072
P 0.624 -1.443 1.958 -1.034 -0.430 -1.606
C 0.951 -3.021 1.061 0.323 -0.838 0.660
O -4.927 -1.521 -3.975 0.109 -0.094 0.798
O -4.759 2.348 -0.421 0.136 0.500 0.178
H -1.255 -3.255 -3.817 -0.065 -0.194 -0.040
H 0.350 -5.295 -0.354 -0.191 0.115 -0.222
H -0.681 -5.401 -2.650 -0.027 0.170 0.061
C 1.672 1.102 -3.159 0.140 -0.037 -0.319
C -1.012 2.131 -2.653 -0.110 -0.154 -0.281
H 0.633 -3.819 1.745 0.277 -0.236 -0.343
H 2.046 -3.091 0.946 -0.356 -0.088 -0.114
H -5.450 -0.730 -4.126 -0.085 0.087 -0.147
H -1.071 -0.783 -3.904 -0.135 -0.224 0.143
C 1.861 -1.199 3.252 0.106 -0.252 -0.121
C -0.884 -1.857 2.870 -0.183 -0.029 0.412
H -0.476 0.380 1.300 0.095 0.214 0.311
H -4.880 3.234 -0.037 0.112 -0.456 -0.194
H -5.648 1.994 -0.480 -0.195 -0.069 -0.006
H -5.011 -1.668 -3.015 0.029 0.012 -0.631
H 1.784 -0.276 1.016 -0.200 0.166 -0.882
H -1.114 0.399 0.687 -0.293 0.014 -0.652
H 1.479 1.601 -4.118 0.119 -0.155 0.181
H 2.284 1.756 -2.519 -0.280 -0.172 -0.144
H 2.213 0.165 -3.337 -0.054 0.234 0.017
H -1.137 2.237 -3.739 -0.050 0.149 0.250
H -1.982 1.948 -2.173 0.247 0.080 -0.114
H -0.562 3.041 -2.229 -0.102 -0.305 -0.129
H -0.616 -2.493 3.723 -0.240 0.123 -0.091
H -1.360 -0.936 3.230 0.067 -0.284 0.021
H -1.591 -2.394 2.226 0.173 0.191 0.080
H 1.843 -2.051 3.942 0.077 0.267 -0.002
H 2.848 -1.093 2.790 -0.182 -0.032 0.187
H 1.620 -0.266 3.777 0.043 -0.229 -0.045
F 3.056 4.406 1.330 -0.383 -1.270 -0.500
C 2.774 3.183 0.830 0.926 0.350 -0.089
F 3.227 3.147 -0.464 -0.365 0.049 0.891
F 3.516 2.263 1.524 -0.616 0.651 -0.463
C 1.261 2.809 0.908 -0.509 0.412 0.809
O 0.501 3.499 1.563 0.674 -0.712 -0.681
O 0.996 1.726 0.261 0.900 2.048 -0.285
```
Forces are in eV/Å.

lowest unoccupied orbital energy (alpha / beta) = -3.98 / -5.50 eV
total charge = +1
relative energy (zero: lowest compared OMol25 entry of this formula, charge and spin) = 2.08 kcal per mole
strongest force on any atom = 4.20 eV/Å
spin multiplicity = 3
frontier orbital gap (alpha / beta) = 6.5 / 4.9 eV

---

(3)
DFT (ωB97M-V with the def2-TZVPD basis set) results for 7 unconnected molecules or ions with the total composition C28H57O8.

```
93
Properties=species:S:1:pos:R:3:forces:R:3
C -1.959 0.912 0.907 -0.123 -0.779 -0.448
C -2.327 -0.568 0.881 0.353 -0.235 0.260
C -2.088 -1.248 2.230 -0.428 0.027 0.160
O -2.605 -2.535 2.283 0.142 0.043 -0.145
C -1.541 -3.519 1.906 0.106 0.064 0.479
O -2.315 -4.626 1.376 0.144 -0.222 -0.140
C -1.964 -4.977 0.070 -0.241 -0.240 0.567
C -0.492 -5.417 -0.106 0.139 0.137 -0.796
C -0.402 -6.877 -0.547 0.192 0.279 0.551
C 0.260 -4.488 -1.080 0.208 -0.237 -0.021
C -0.291 -4.511 -2.505 -0.046 0.192 0.092
C 1.781 -4.755 -1.115 -0.342 0.067 0.155
H -0.877 0.993 0.975 0.181 0.237 0.230
H -2.444 1.413 1.738 0.016 0.266 0.068
H -2.260 1.375 -0.030 -0.061 0.324 0.005
H -1.716 -1.087 0.145 -0.002 -0.061 -0.239
H -3.366 -0.753 0.612 -0.173 0.199 -0.026
H -2.590 -0.640 2.998 -0.055 0.013 0.087
H -1.017 -1.244 2.482 0.146 -0.020 -0.020
H -1.072 -3.039 1.023 -0.037 0.031 -0.332
H -2.229 -4.164 -0.621 0.165 0.183 -0.075
H -2.591 -5.838 -0.192 -0.168 0.010 -0.054
H 0.023 -5.347 0.846 -0.166 0.211 0.336
H 0.640 -7.173 -0.628 0.162 -0.171 -0.289
H -0.919 -7.058 -1.485 -0.105 -0.151 -0.110
H -0.821 -7.491 0.246 -0.285 -0.211 -0.056
H 0.123 -3.478 -0.702 -0.128 0.183 0.073
H -1.307 -4.130 -2.573 -0.198 0.009 0.093
H 0.329 -3.863 -3.120 0.074 0.023 -0.235
H -0.287 -5.510 -2.934 0.139 -0.166 -0.095
H 2.074 -5.631 -0.543 -0.014 -0.196 -0.001
H 2.124 -4.880 -2.139 0.180 -0.109 -0.112
H 2.326 -3.921 -0.697 0.144 0.177 0.050
C 4.130 -0.941 -0.515 -0.174 -0.186 0.029
C 4.852 -1.922 -1.407 -0.096 -0.037 0.107
O 4.418 -3.037 -1.591 0.241 0.205 -0.101
C 6.124 -1.439 -2.056 -0.011 -0.329 -0.192
H 3.232 -1.405 -0.113 0.016 -0.011 -0.003
H 4.777 -0.641 0.311 0.026 0.125 -0.057
H 3.853 -0.055 -1.087 0.131 0.080 0.050
H 6.852 -1.155 -1.294 -0.045 0.164 -0.024
H 5.900 -0.576 -2.685 0.140 0.065 0.172
H 6.543 -2.235 -2.670 -0.012 -0.033 0.047
C -5.333 5.420 0.624 0.135 -0.109 0.132
C -4.619 4.137 0.274 0.018 0.016 0.115
O -3.753 3.691 0.989 -0.029 0.070 -0.028
C -5.030 3.436 -1.000 0.179 -0.146 0.066
H -4.934 5.807 1.557 -0.020 0.048 -0.016
H -5.183 6.166 -0.157 -0.124 0.003 -0.025
H -6.403 5.238 0.744 -0.025 0.046 -0.132
H -4.866 4.092 -1.857 -0.132 0.033 -0.002
H -6.086 3.167 -0.954 -0.032 0.099 -0.073
H -4.438 2.532 -1.123 -0.002 0.001 0.022
C -3.085 9.964 2.572 -0.135 0.030 -0.212
C -3.989 8.758 2.679 -0.043 -0.182 0.092
O -4.743 8.448 1.786 0.008 0.197 -0.115
C -3.901 7.932 3.936 -0.145 0.005 -0.248
H -3.246 10.457 1.616 -0.007 -0.010 0.001
H -3.303 10.667 3.378 0.109 -0.041 0.072
H -2.041 9.655 2.643 0.003 0.032 0.130
H -4.144 8.523 4.819 0.145 0.022 0.027
H -2.893 7.533 4.044 0.025 0.060 0.139
H -4.601 7.104 3.864 0.029 -0.032 0.065
C 5.110 -5.833 -2.755 -0.102 -0.262 0.189
C 4.802 -7.308 -2.839 -0.034 0.038 0.039
O 4.142 -7.875 -2.001 0.065 -0.021 -0.036
C 5.361 -8.057 -4.030 -0.100 -0.171 0.069
H 4.656 -5.409 -1.868 -0.045 0.035 0.017
H 6.192 -5.687 -2.707 -0.005 0.058 -0.141
H 4.716 -5.316 -3.631 0.111 0.038 -0.032
H 6.450 -7.989 -4.036 -0.003 0.094 -0.095
H 4.972 -7.629 -4.956 0.112 0.064 -0.022
H 5.069 -9.103 -3.972 -0.008 0.011 0.014
C -1.469 4.545 6.197 -0.046 0.230 0.087
C -2.880 4.676 5.675 -0.131 -0.079 -0.082
O -3.546 5.663 5.896 0.086 -0.021 0.077
C -3.416 3.525 4.862 -0.120 0.176 0.039
H -1.205 5.437 6.761 -0.016 0.002 0.001
H -1.392 3.673 6.848 0.063 -0.080 -0.108
H -0.773 4.427 5.365 0.002 -0.151 0.019
H -3.416 2.612 5.460 0.122 -0.058 -0.070
H -2.798 3.368 3.976 0.031 -0.112 0.029
H -4.434 3.744 4.548 0.006 0.009 -0.011
C 3.879 3.409 -3.269 0.145 -0.027 0.163
C 4.403 2.047 -3.647 0.023 -0.035 0.034
O 5.263 1.497 -2.997 -0.078 0.177 -0.079
C 3.803 1.397 -4.870 0.141 -0.155 0.065
H 4.390 3.760 -2.375 0.003 -0.014 -0.002
H 4.054 4.115 -4.082 -0.130 -0.009 -0.041
H 2.807 3.354 -3.069 -0.028 0.049 -0.115
H 3.975 2.022 -5.747 -0.126 0.046 0.003
H 2.729 1.263 -4.732 -0.026 0.098 -0.073
H 4.264 0.424 -5.029 -0.001 0.003 0.010
```
Forces are in eV/Å.

lowest unoccupied orbital energy = 1.92 eV
total charge = -1
strongest force on any atom = 0.91 eV/Å
spin multiplicity = 1
frontier orbital gap = 3.0 eV

---

(4)
DFT (ωB97M-V with the def2-TZVPD basis set) results for 2 unconnected molecules or ions with the total composition C15H20NO10.

```
46
Properties=species:S:1:pos:R:3:forces:R:3
O 3.918 -1.475 2.131 -2.492 5.168 -7.315
C 3.594 -0.722 1.076 2.000 -3.458 4.490
O 4.450 -0.725 -0.125 -1.404 1.266 2.600
C 2.217 0.220 0.979 1.258 0.197 -1.408
C 1.830 0.233 -0.642 -1.357 -1.335 -1.088
N 2.136 1.464 -1.470 -1.981 -4.170 -1.732
C 1.830 1.498 -2.953 -1.140 -3.477 0.820
C 1.132 0.190 -3.724 1.032 -0.107 4.253
C 0.779 -1.159 -2.845 1.816 2.983 2.211
C 0.119 -2.519 -3.487 -4.543 -0.831 -2.718
O -1.135 -2.531 -3.949 8.746 -0.021 3.397
O 1.020 -3.714 -3.555 -1.053 4.738 0.242
C 1.121 -1.153 -1.208 0.707 3.244 -3.527
C 0.747 -2.466 -0.297 0.320 -0.024 1.122
O -0.507 -2.305 0.502 0.307 0.985 -1.924
C -1.618 -1.847 -0.347 -1.351 0.112 -1.023
O -2.965 -2.017 0.294 1.280 0.502 -1.959
C -3.977 -1.584 -0.711 -0.920 0.346 -1.062
C -4.278 0.031 -0.698 -1.218 -0.326 0.241
O -4.126 0.675 -2.030 -0.701 -0.914 0.853
H 4.910 0.161 -0.220 -0.768 -1.320 0.288
H 2.539 1.298 1.325 -0.762 -2.057 -0.645
H 1.348 -0.168 1.661 1.762 0.580 -1.530
H 2.576 2.280 -0.949 -0.890 -1.281 -1.150
H 2.118 2.467 -3.545 -0.651 -2.089 1.413
H 0.923 0.198 -4.879 0.497 0.217 2.617
H 1.962 -3.329 -3.537 -1.825 -0.875 0.097
H 0.697 -3.468 -0.920 0.025 2.335 0.800
H 1.607 -2.629 0.513 -1.935 0.477 -1.766
H -1.620 -2.530 -1.305 0.013 1.468 1.590
H -1.565 -0.685 -0.613 0.374 -2.437 0.456
H -5.029 -2.117 -0.544 2.683 0.784 0.118
H -3.635 -1.862 -1.802 -0.517 0.472 2.062
H -3.566 0.509 0.107 -1.394 -0.605 -1.870
H -5.417 0.200 -0.395 2.589 -0.379 -0.241
H -4.959 0.580 -2.579 1.400 -0.021 1.358
C -0.658 2.803 4.699 -0.737 -0.333 0.917
C 0.784 2.436 4.565 0.662 -0.545 1.046
O 1.051 2.659 3.194 -0.454 0.457 -0.764
C 0.129 3.564 2.752 -0.370 1.349 -1.894
O 0.168 4.111 1.663 0.079 -1.347 2.204
O -0.841 3.777 3.689 0.906 0.035 -1.041
H -0.893 3.217 5.684 -0.039 0.049 -0.281
H -1.325 1.958 4.500 0.057 0.078 0.011
H 1.437 3.082 5.162 -0.073 -0.057 -0.084
H 0.975 1.393 4.833 0.064 0.171 -0.185
```
Forces are in eV/Å.

lowest unoccupied orbital energy = -5.64 eV
total charge = +1
strongest force on any atom = 9.38 eV/Å
spin multiplicity = 1
frontier orbital gap = 6.5 eV